Entry 1:
Density functional theory data (ωB97M-V with the def2-TZVPD basis set) for the molecule C3H5N3.

For the energy relative to the best compared isomer or geometry (same formula, charge and spin), the calculation gives 0.379 eV. The strongest force on any atom is 0.34 eV/Å. For the HOMO energy, the calculation gives -9.12 eV. Its total charge is 0. The calculation puts the orbital gap at 10.06 eV. As for the structure (SMILES): [H]/N=C1\CN=CN1.

Cartesian coordinates (Å):
H: 2.081 0.977 1.178
N: 1.448 0.231 1.469
C: 0.527 0.099 0.606
C: 0.231 0.833 -0.695
N: -0.815 0.077 -1.381
C: -1.174 -0.821 -0.553
N: -0.508 -0.831 0.666
H: -0.139 1.842 -0.472
H: 1.121 0.937 -1.319
H: -1.949 -1.557 -0.759
H: -0.603 -1.571 1.338

Atom charges from the natural (NBO) analysis, given in e for atoms 1 to 8: number 1, H, carries 0.3423; number 2, N, carries -0.6832; number 3, C, carries 0.4259; number 4, C, carries -0.3426; number 5, N, carries -0.4412; number 6, C, carries 0.2538; number 7, N, carries -0.6254; number 8, H, carries 0.2295


Entry 2:
Density functional theory data (ωB97M-V with the def2-TZVPD basis set) for the molecule C4H9NSi at a distorted geometry.

For the energy relative to the best compared isomer or geometry (same formula, charge and spin), the calculation gives 1.660 eV. The strongest force on any atom is 5.25 eV/Å. For the HOMO energy, the calculation gives -9.82 eV. Its total charge is 0. The calculation puts the orbital gap at 10.63 eV. As for the structure (SMILES): C#C[Si](C)(C)N.

Cartesian coordinates (Å):
C: 2.096 -1.717 -1.535
C: 1.582 -0.922 -0.797
Si: 0.314 0.115 0.149
C: -1.205 -1.121 -0.159
C: -0.080 1.673 -0.834
N: 0.534 0.196 1.868
H: 2.591 -2.353 -2.157
H: -1.900 -0.706 -1.002
H: -0.682 -1.975 -0.604
H: -1.822 -1.628 0.621
H: -1.235 1.689 -0.879
H: 0.225 2.603 -0.615
H: 0.188 1.396 -1.902
H: 0.265 -0.485 2.592
H: 1.195 0.796 2.313

Atom charges from the natural (NBO) analysis, given in e for atoms 1 to 8: number 1, C, carries -0.2239; number 2, C, carries -0.4603; number 3, Si, carries 1.7259; number 4, C, carries -1.0939; number 5, C, carries -1.0977; number 6, N, carries -1.3022; number 7, H, carries 0.2162; number 8, H, carries 0.2279


Entry 3:
Density functional theory data (ωB97M-V with the def2-TZVPD basis set) for a structure of composition C40H35F2IN7O3Ti at a distorted geometry.

Its spin multiplicity is 3. Its expectation value of S² is 2.0128. For the energy relative to the best compared isomer or geometry (same formula, charge and spin), the calculation gives 2.306 eV. The strongest force on any atom is 3.99 eV/Å. For the HOMO energy (spin up / spin down), the calculation gives -1.84 / -4.49 eV. Its total charge is -1. The calculation puts the orbital gap (spin up / spin down) at 4.07 / 6.72 eV.

Cartesian coordinates (Å):
Ti: -0.397 0.101 -0.456
C: 2.450 0.356 5.764
C: 2.078 0.754 4.372
C: 1.724 2.040 3.868
C: 1.399 2.163 2.518
C: 1.265 1.104 1.627
N: 0.948 1.404 0.312
C: 1.406 2.581 -0.315
C: 2.726 2.955 -0.014
C: 3.327 4.122 -0.476
C: 2.617 5.064 -1.233
C: 3.085 6.439 -1.630
C: 1.308 4.693 -1.593
C: 0.740 3.450 -1.197
N: -0.481 3.052 -1.785
C: -1.348 3.774 -2.599
C: -2.237 2.887 -3.107
C: -1.992 1.612 -2.530
N: -0.853 1.703 -1.759
C: 1.569 -0.189 2.163
C: 2.010 -0.349 3.485
N: 1.511 -1.362 1.395
C: 2.165 -2.514 1.622
C: 1.752 -3.483 0.745
C: 0.838 -2.842 -0.134
N: 0.768 -1.529 0.218
H: 1.560 0.189 6.356
H: 3.004 1.161 6.276
H: 3.021 -0.545 5.777
H: 1.797 2.955 4.511
H: 1.219 3.166 2.114
H: 3.297 2.336 0.580
H: 4.318 4.343 -0.117
H: 2.220 6.928 -2.081
H: 3.828 6.382 -2.446
H: 3.501 6.991 -0.752
H: 0.616 5.393 -2.129
H: -1.260 4.843 -2.711
H: -2.956 3.111 -3.837
H: -2.396 0.591 -2.747
H: 2.412 -1.334 3.781
H: 2.859 -2.677 2.398
H: 2.158 -4.523 0.648
H: 0.385 -3.283 -0.978
C: 2.670 0.741 -3.755
C: 2.610 -0.612 -2.922
C: 3.603 -1.499 -3.530
O: 3.014 -0.310 -1.578
C: 1.104 -1.072 -2.968
O: 0.863 -1.898 -3.856
O: 0.164 -0.603 -2.156
H: 3.640 1.241 -3.780
H: 1.959 1.453 -3.336
H: 2.399 0.550 -4.843
H: 4.613 -1.142 -3.277
H: 3.437 -1.391 -4.638
H: 3.489 -2.540 -3.223
H: 2.301 -0.513 -0.939
F: -3.795 2.635 1.431
C: -3.156 1.430 1.594
C: -2.727 0.680 0.528
C: -1.916 -0.453 0.767
C: -2.256 -1.217 1.921
C: -2.693 -0.425 3.026
F: -2.665 -0.982 4.298
C: -3.144 0.912 2.872
C: -2.054 -2.683 2.019
C: -1.273 -3.101 3.109
C: -1.231 -4.449 3.400
C: -2.142 -5.308 2.759
C: -2.699 -4.811 1.548
N: -2.591 -3.583 1.107
H: -2.911 1.030 -0.488
H: -3.537 1.474 3.745
H: -0.684 -2.362 3.555
H: -0.576 -4.822 4.128
H: -2.238 -6.355 3.011
H: -3.122 -5.503 0.880
I: -6.974 -2.191 -0.461
C: -5.328 -2.447 -1.734
C: -4.573 -3.618 -1.697
C: -3.338 -3.582 -2.379
C: -2.883 -2.445 -3.022
N: -3.674 -1.385 -3.099
C: -4.876 -1.344 -2.494
H: -4.802 -4.376 -1.010
H: -2.654 -4.415 -2.318
H: -1.910 -2.308 -3.469
H: -5.408 -0.414 -2.633

Atom charges from the Löwdin analysis, given in e for atoms 1 to 8: number 1, Ti, carries 0.8162; number 2, C, carries -0.0769; number 3, C, carries -0.2710; number 4, C, carries -0.0274; number 5, C, carries -0.0407; number 6, C, carries -0.2286; number 7, N, carries -0.0502; number 8, C, carries -0.2053


Entry 4:
Density functional theory data (ωB97M-V with the def2-TZVPD basis set) for a cluster of 2 separate species, C3H3Br2Cl3 in total at a distorted geometry.

Its spin multiplicity is 3. Its expectation value of S² is 2.0066. For the energy relative to the best compared isomer or geometry (same formula, charge and spin), the calculation gives 0.000 eV. The strongest force on any atom is 3.65 eV/Å. For the HOMO energy (spin up / spin down), the calculation gives -7.98 / -9.69 eV. Its total charge is 0. The calculation puts the orbital gap (spin up / spin down) at 8.52 / 6.58 eV.

Cartesian coordinates (Å):
C: -1.818 -0.156 1.216
C: -1.523 -0.430 -0.012
C: 2.377 -0.088 -0.645
Cl: 1.810 -0.601 -2.128
Cl: 2.903 1.404 -0.375
Cl: 2.115 -1.122 0.661
Br: 0.926 3.166 -0.689
Br: -1.209 -2.225 -0.599
H: -2.070 0.906 1.547
H: -2.018 -0.923 2.031
H: -1.493 0.070 -1.008

Atom charges from the natural (NBO) analysis, given in e for atoms 1 to 8: number 1, C, carries -0.4229; number 2, C, carries -0.2679; number 3, C, carries -0.3130; number 4, Cl, carries 0.1152; number 5, Cl, carries 0.2092; number 6, Cl, carries 0.0988; number 7, Br, carries -0.1092; number 8, Br, carries -0.0082


Which value of energy relative to the best compared isomer or geometry (same formula, charge and spin) does entry 1 give? 0.379 eV


What is the total charge in the second record? 0


Which of these has the highest energy relative to the best compared isomer or geometry (same formula, charge and spin)? C40H35F2IN7O3Ti


What is the formula in the third record? C40H35F2IN7O3Ti